Molecular formula: C4H7N3
Method: DFT, ωB97M-V with the def2-TZVPD basis set

```
14
Properties=species:S:1:pos:R:3:forces:R:3
C -0.596070 -1.629058 -0.673697 0.1 -0.2 -0.1
C 1.195128 0.987728 -0.909760 0.0 0.0 0.0
N 0.711206 0.943645 0.315201 0.0 0.0 0.1
C -0.424894 0.348352 0.743841 0.2 0.0 -0.1
N -1.150331 -0.346080 -0.231142 -0.2 0.1 0.2
C -0.783781 0.474981 2.098887 -0.3 0.1 0.9
N -1.111527 0.605232 3.211366 0.3 -0.2 -1.1
H -1.218638 -2.472025 -0.357090 0.1 0.1 0.0
H 0.401500 -1.769649 -0.245439 -0.2 0.0 -0.1
H -0.498279 -1.657558 -1.766026 0.0 0.0 0.2
H 0.596594 0.580381 -1.710551 0.1 0.0 0.1
H 2.150007 1.459821 -1.071144 -0.1 0.0 0.1
H 1.281456 1.351283 1.050484 -0.1 0.0 -0.1
H -2.141022 -0.378810 -0.042208 0.1 0.0 0.0
```
Positions in Å, forces in eV/Å.

Summary:
- 2S+1: 1
- Total charge: 0
- Total energy: -320.7956 hartree
- Energy above the lowest of the compared OMol25 structures with the same formula, charge and spin: 2.387 eV